# 1
# H16O8

8 unconnected molecules or ions with the total composition H16O8 in a non-equilibrium geometry (the ωB97M-V functional and the def2-TZVPD basis, the OMol25 dataset).

Last column: Löwdin charge in e.
Cartesian coordinates (Å):
O (1.187, -2.109, 0.671)  0.020
H (1.041, -2.980, 0.510)  -0.002
H (0.381, -1.786, 1.042)  0.034
O (2.434, 1.750, 1.486)  -0.040
H (2.895, 1.388, 2.215)  0.028
H (1.920, 2.536, 1.818)  0.086
O (-3.136, 1.261, 0.170)  -0.045
H (-3.146, 1.814, -0.580)  0.024
H (-2.182, 1.000, 0.262)  0.021
O (0.394, -2.749, -2.507)  -0.050
H (-0.033, -1.971, -2.139)  -0.032
H (0.349, -3.458, -1.875)  0.020
O (2.119, -0.483, -1.407)  -0.038
H (2.899, -0.506, -0.866)  0.032
H (1.516, -1.102, -1.047)  -0.059
O (-0.209, 0.625, 0.838)  -0.071
H (-0.102, -0.014, 0.103)  0.003
H (0.711, 0.862, 1.004)  0.010
O (-1.110, -0.909, -1.256)  0.011
H (-1.346, -0.131, -1.720)  0.072
H (-1.857, -1.429, -1.124)  0.058
O (-1.585, 3.106, 1.731)  -0.053
H (-0.861, 2.770, 1.212)  -0.008
H (-2.277, 2.515, 1.461)  -0.021

Force components x, y, z for each atom (eV/Å):
1.2 3.5 0.5
-0.5 -4.1 -0.7
-0.8 0.5 0.6
-1.7 1.6 -0.9
0.7 -0.4 1.3
1.0 -1.2 -0.3
1.3 -1.5 1.3
-0.2 1.2 -1.4
-1.0 0.2 0.1
0.4 -0.3 -0.9
-0.2 -0.1 0.2
-0.1 -0.2 0.3
0.4 1.5 -1.2
0.3 -0.1 0.4
-0.5 -1.2 0.7
0.0 -0.7 -0.7
-0.3 0.5 0.3
0.4 0.3 0.3
2.5 0.4 0.4
-0.6 1.1 -0.8
-2.3 -1.3 0.3
0.4 0.8 0.4
0.6 -0.1 -0.2
-1.0 -0.4 0.0

ΔE to the lowest compared entry with this formula, charge and spin: 56.9 kcal/mol
largest force on an atom: 4.2 eV/Å
SMILES: O.O.O.O.O.O.O.O
net charge: 0
E: -16639.5448 eV
lowest unoccupied orbital energy: 0.0005 Eh
2S+1: 1
HOMO-LUMO gap: 10.81 eV

# 2
# C35H42MgN5O6Se2

A molecular structure, C35H42MgN5O6Se2 (the ωB97M-V functional and the def2-TZVPD basis, the OMol25 dataset).

Last column: Löwdin charge in e.
Cartesian coordinates (Å):
Mg (-0.140, -0.202, -0.594)  0.531
C (-3.442, -3.924, 4.565)  -0.041
C (-2.964, -2.871, 3.603)  -0.257
C (-3.593, -1.671, 3.448)  0.016
C (-3.171, -0.693, 2.504)  -0.114
C (-3.913, 0.503, 2.545)  -0.001
N (-4.114, 1.436, 1.649)  0.091
C (-3.970, 1.334, 0.196)  -0.139
C (-5.063, 0.412, -0.355)  -0.132
C (-4.965, 0.234, -1.861)  -0.138
N (-3.819, -0.600, -2.195)  0.089
C (-3.656, -1.204, -3.339)  0.011
C (-2.459, -1.814, -3.750)  -0.115
C (-2.377, -2.340, -5.062)  0.022
C (-1.191, -2.746, -5.605)  -0.255
C (-1.084, -3.321, -6.990)  -0.043
C (-0.037, -2.547, -4.821)  0.048
C (-0.051, -2.028, -3.547)  -0.111
C (1.229, -1.734, -2.921)  -0.067
N (1.423, -1.035, -1.877)  0.016
C (2.807, -0.960, -1.416)  -0.206
C (3.033, -1.998, -0.324)  -0.155
C (2.296, -1.715, 0.976)  -0.206
N (0.847, -1.561, 0.859)  0.014
C (0.153, -2.276, 1.648)  -0.105
C (-1.253, -2.109, 2.008)  -0.119
C (-1.763, -3.036, 2.889)  0.038
C (-1.981, -0.897, 1.714)  -0.306
O (-1.537, -0.016, 0.918)  -0.095
C (-1.298, -1.724, -2.919)  -0.276
O (-1.397, -1.367, -1.694)  -0.076
H (-4.471, -3.740, 4.867)  0.080
H (-2.827, -3.942, 5.467)  0.087
H (-3.396, -4.916, 4.117)  0.084
H (-4.472, -1.453, 4.046)  0.127
H (-4.430, 0.695, 3.482)  0.150
H (-4.671, 2.215, 1.966)  0.160
H (-2.963, 0.996, -0.042)  0.090
H (-4.092, 2.338, -0.206)  0.121
H (-6.044, 0.829, -0.119)  0.125
H (-5.000, -0.566, 0.129)  0.124
H (-4.861, 1.205, -2.356)  0.118
H (-5.866, -0.244, -2.246)  0.134
H (-2.994, -0.644, -1.584)  0.118
H (-4.494, -1.173, -4.032)  0.154
H (-3.289, -2.404, -5.649)  0.126
H (-2.061, -3.384, -7.465)  0.078
H (-0.657, -4.324, -6.967)  0.085
H (-0.442, -2.705, -7.622)  0.086
H (0.928, -2.786, -5.260)  0.133
H (2.096, -2.149, -3.447)  0.139
H (3.002, 0.044, -1.035)  0.080
H (3.500, -1.141, -2.243)  0.120
H (4.100, -2.041, -0.093)  0.122
H (2.749, -2.982, -0.708)  0.121
H (2.663, -0.774, 1.401)  0.105
H (2.536, -2.500, 1.702)  0.118
H (0.658, -3.054, 2.232)  0.132
H (-1.169, -3.923, 3.090)  0.133
C (1.684, 0.375, 5.390)  -0.403
Se (0.466, 0.545, 3.882)  0.951
C (1.034, 2.332, 3.344)  -0.552
C (2.126, 2.366, 2.291)  -0.539
Se (1.529, 2.062, 0.454)  0.993
C (0.219, 3.494, 0.378)  -0.369
H (1.457, 1.126, 6.141)  0.023
H (2.715, 0.466, 5.059)  0.024
H (1.532, -0.615, 5.816)  0.017
H (1.385, 2.819, 4.255)  0.069
H (0.148, 2.872, 3.015)  0.044
H (2.894, 1.616, 2.485)  0.052
H (2.610, 3.343, 2.281)  0.067
H (0.612, 4.359, 0.909)  0.039
H (-0.726, 3.163, 0.799)  0.021
H (0.084, 3.735, -0.672)  0.018
O (-0.483, 0.908, -3.582)  0.073
C (-1.114, 1.508, -2.719)  -0.580
O (-0.922, 1.458, -1.449)  -0.138
C (-2.267, 2.394, -3.152)  -0.116
C (-2.750, 3.403, -2.328)  -0.021
C (-3.845, 4.161, -2.712)  0.006
C (-4.453, 3.872, -3.921)  -0.147
C (-3.978, 2.891, -4.775)  0.014
C (-2.867, 2.160, -4.385)  -0.003
N (-5.657, 4.635, -4.311)  -0.351
O (-6.074, 5.461, -3.524)  0.080
O (-6.159, 4.378, -5.385)  0.087
H (-2.259, 3.586, -1.380)  0.106
H (-4.235, 4.960, -2.099)  0.121
H (-4.473, 2.722, -5.720)  0.122
H (-2.444, 1.398, -5.027)  0.123

Force components x, y, z for each atom (eV/Å):
-0.1 0.0 0.1
0.0 0.0 0.0
-0.1 0.0 0.0
0.0 0.0 0.0
0.0 -0.1 0.0
0.0 0.0 0.0
0.0 0.0 0.0
-0.1 0.0 -0.1
0.0 0.0 0.0
0.0 0.0 0.0
-0.1 0.0 0.0
0.0 0.0 0.0
0.0 0.0 0.0
0.0 0.0 0.0
0.0 0.0 0.0
0.0 0.0 0.0
0.0 0.0 0.0
0.0 0.0 0.0
0.0 0.0 0.0
0.0 0.0 0.0
0.0 -0.1 0.0
0.0 0.0 0.0
0.1 0.0 0.0
-0.1 0.1 0.0
0.0 -0.1 0.0
0.0 0.0 0.0
0.0 0.0 0.0
0.1 0.1 0.0
0.0 -0.2 0.0
0.0 0.0 0.0
0.1 0.0 0.0
0.0 0.0 0.0
0.0 0.0 0.0
0.0 0.0 0.0
0.0 0.0 0.0
0.0 0.0 0.0
0.0 0.0 0.0
0.0 0.0 0.0
0.0 0.0 0.0
0.0 0.0 0.0
0.0 0.0 0.0
0.0 0.0 0.0
0.0 0.0 0.0
0.1 0.0 0.0
0.0 0.0 0.0
0.0 0.0 0.0
0.0 0.0 0.0
0.0 0.0 0.0
0.0 0.0 0.0
0.0 0.0 0.0
0.0 0.0 0.0
0.0 0.0 0.0
0.0 0.0 0.0
0.0 0.0 0.0
0.0 0.0 0.0
0.0 0.0 0.0
0.0 0.0 0.0
0.0 0.0 0.0
0.0 0.0 0.0
0.0 0.0 0.0
0.0 0.0 -0.1
0.0 0.0 0.0
0.0 0.1 0.0
0.0 0.0 0.0
0.1 0.0 0.0
0.0 0.0 0.0
0.0 0.0 0.0
0.0 0.0 0.0
0.0 0.0 0.0
0.0 0.0 0.0
0.0 0.0 0.0
0.0 0.0 0.0
0.0 0.0 0.0
0.0 0.0 0.0
0.0 0.0 0.0
-0.1 -0.1 0.1
0.1 0.2 0.0
0.1 -0.2 0.0
0.0 0.0 0.0
0.0 0.0 0.0
0.0 0.0 0.0
0.1 0.0 0.0
0.0 0.0 0.0
0.0 0.0 0.0
0.0 0.0 0.0
0.0 -0.1 -0.1
0.0 0.0 0.1
0.0 0.0 0.0
0.0 0.0 0.0
0.0 0.0 0.0
0.0 0.0 0.0

ΔE to the lowest compared entry with this formula, charge and spin: 7.8 kcal/mol
largest force on an atom: 0.2 eV/Å
net charge: +1
E: -192846.8188 eV
lowest unoccupied orbital energy: -0.1190 Eh
2S+1: 1
HOMO-LUMO gap: 7.16 eV

# 3
# C18H26N2O5S2

A single C18H26N2O5S2 molecule in a non-equilibrium geometry (the ωB97M-V functional and the def2-TZVPD basis, the OMol25 dataset).

Last column: Löwdin charge in e.
Cartesian coordinates (Å):
C (1.732, 4.409, -0.018)  -0.038
C (0.799, 3.250, 0.027)  -0.237
C (1.294, 1.949, 0.044)  -0.183
C (0.448, 0.868, 0.084)  0.015
C (-0.936, 1.037, 0.111)  -0.106
C (-1.446, 2.333, 0.099)  0.003
C (-0.584, 3.415, 0.056)  -0.014
H (-0.992, 4.415, 0.048)  0.116
H (-2.508, 2.526, 0.126)  0.108
C (-1.749, -0.211, 0.154)  -0.425
O (-1.237, -1.317, 0.185)  0.064
N (-3.092, -0.044, 0.148)  0.099
H (-3.513, 0.875, 0.145)  0.083
C (-4.011, -1.154, 0.230)  -0.347
C (-5.143, -0.787, 1.168)  -0.141
H (-5.823, -1.609, 1.364)  0.114
H (-4.812, -0.322, 2.091)  0.118
S (-6.005, 0.454, 0.141)  0.695
O (-7.420, 0.465, 0.367)  -0.310
O (-5.302, 1.708, 0.271)  -0.328
C (-5.581, -0.282, -1.483)  -0.188
C (-4.663, -1.441, -1.139)  -0.158
H (-5.229, -2.370, -1.066)  0.122
H (-3.885, -1.575, -1.891)  0.127
H (-5.089, 0.494, -2.060)  0.105
H (-6.504, -0.582, -1.966)  0.102
H (-3.432, -2.024, 0.561)  0.154
H (0.836, -0.137, 0.101)  0.098
S (3.079, 1.687, 0.015)  0.678
O (3.569, 2.187, -1.240)  -0.279
O (3.612, 2.247, 1.225)  -0.272
N (3.297, 0.061, 0.054)  -0.261
C (3.356, -0.674, -1.185)  -0.196
C (4.404, -1.787, -1.191)  -0.166
C (3.881, -3.096, -0.603)  -0.210
C (3.691, -3.067, 0.911)  -0.207
H (4.661, -2.927, 1.394)  0.112
C (2.734, -1.981, 1.401)  -0.168
H (2.488, -2.188, 2.445)  0.116
H (1.803, -2.018, 0.834)  0.107
C (3.345, -0.581, 1.351)  -0.195
H (4.386, -0.633, 1.696)  0.128
H (2.814, 0.087, 2.034)  0.115
H (3.305, -4.040, 1.225)  0.109
H (4.584, -3.897, -0.845)  0.108
H (2.929, -3.341, -1.081)  0.113
H (4.696, -1.966, -2.227)  0.113
H (5.289, -1.453, -0.648)  0.122
H (3.598, 0.076, -1.940)  0.110
H (2.374, -1.104, -1.436)  0.123
H (2.398, 4.375, 0.842)  0.085
H (2.363, 4.336, -0.903)  0.084
H (1.192, 5.352, -0.029)  0.084

Force components x, y, z for each atom (eV/Å):
0.1 0.3 0.0
-0.2 0.1 0.0
0.5 -0.2 0.0
-0.2 -0.2 0.0
0.4 0.3 0.0
0.1 -0.3 0.0
0.2 0.0 0.0
0.0 0.1 0.0
-0.1 0.0 0.0
-0.2 0.0 -0.1
0.2 -0.2 0.0
-0.1 0.2 0.0
0.3 0.0 0.0
0.5 -0.6 -0.1
-0.2 0.5 -0.6
-0.1 -0.1 -0.1
-0.1 0.1 0.1
-0.6 -0.2 0.0
-0.2 -0.3 0.0
0.4 0.2 0.0
-0.1 0.2 0.6
0.4 -0.3 0.1
0.0 0.0 0.0
-0.1 0.0 0.0
0.0 0.1 0.0
-0.1 0.0 0.0
-0.2 0.2 0.0
0.0 -0.1 0.0
0.0 -0.2 0.0
-0.2 -0.2 0.0
-0.2 -0.2 0.1
-0.1 1.1 0.0
0.1 0.0 -0.7
-0.3 -0.1 0.0
0.3 0.0 0.2
-0.3 -0.1 -0.2
0.1 0.0 0.1
0.3 0.0 0.0
-0.1 0.1 0.0
-0.2 0.0 0.0
-0.1 0.0 0.7
-0.1 0.0 0.1
0.1 -0.2 0.1
0.1 0.0 0.1
-0.1 0.0 0.0
0.0 -0.1 -0.1
0.0 0.1 0.0
0.1 0.0 0.0
-0.1 -0.3 -0.1
0.1 0.0 0.0
0.0 0.1 0.0
0.0 0.1 0.0
0.0 0.0 0.0

ΔE to the lowest compared entry with this formula, charge and spin: 12.4 kcal/mol
largest force on an atom: 1.1 eV/Å
SMILES: Cc1ccc(C(=O)N[C@@H]2CCS(=O)(=O)C2)cc1S(=O)(=O)N1CCCCCC1
net charge: 0
E: -53976.3493 eV
lowest unoccupied orbital energy: 0.0126 Eh
2S+1: 1
HOMO-LUMO gap: 9.80 eV

Q: largest force on an atom of number 3 (C18H26N2O5S2)?
A: 1.1 eV/Å

Q: Look up the ΔE to the lowest compared entry with this formula, charge and spin of the second one.
A: 7.8 kcal/mol

Q: Which of these has the highest lowest unoccupied orbital energy?
A: C18H26N2O5S2